Below is C37H58BBrCsN10O3S5 as an isolated structure at a distorted geometry, with properties calculated with wB97M-V/def2-TZVPD.

Properties
**ΔE to the lowest compared entry with this formula, charge and spin**: 117.39 kJ/mol
**Largest force on an atom**: 2.231 eV/A
**Gap between HOMO and LUMO**: 6.162 eV
**E_HOMO**: -4.26 eV
**LUMO level**: 0.07000 Ha
**Electronic energy**: -6828.1902 hartree

ORCA input file:
```
! RIJCOSX wB97M-V def2-TZVPD def2/J DEFGRID3
* xyz -1 1
Cs 1.001 1.351 -0.029
C -1.792 3.082 -4.681
C -1.414 1.661 -4.265
C 0.079 1.517 -3.965
C -1.750 0.726 -5.432
N -2.205 1.258 -3.073
C -3.127 0.228 -3.056
C -3.720 0.249 -1.848
N -3.175 1.275 -1.106
B -3.845 1.537 0.278
N -3.371 2.818 0.984
C -3.804 4.013 0.460
C -3.101 5.007 1.026
N -2.206 4.421 1.908
C -2.428 3.073 1.931
S -1.833 1.970 3.090
C -1.183 5.218 2.622
C 0.100 4.444 2.908
C -1.797 5.707 3.937
C -0.805 6.407 1.728
N -3.791 0.287 1.205
C -4.831 0.107 2.083
C -4.560 -0.960 2.858
N -3.321 -1.443 2.464
C -2.864 -0.671 1.436
S -1.425 -0.835 0.550
C -2.702 -2.683 2.987
C -3.493 -3.156 4.210
C -2.768 -3.765 1.911
C -1.269 -2.411 3.441
C -2.253 1.908 -1.874
S -1.296 3.251 -1.412
H -1.255 3.323 -5.600
H -1.534 3.809 -3.915
H -2.864 3.145 -4.881
H 0.659 1.737 -4.862
H 0.302 0.492 -3.666
H 0.392 2.200 -3.180
H -1.116 1.017 -6.270
H -2.791 0.828 -5.746
H -1.526 -0.313 -5.198
H -3.239 -0.462 -3.866
H -4.455 -0.411 -1.423
H -5.027 1.691 0.051
H -4.553 4.045 -0.311
H -3.135 6.063 0.849
H -0.055 3.620 3.594
H 0.806 5.156 3.343
H 0.544 4.019 2.008
H -2.033 4.851 4.570
H -2.714 6.268 3.747
H -1.098 6.358 4.466
H -0.614 6.078 0.707
H 0.103 6.864 2.121
H -1.574 7.181 1.709
H -5.672 0.775 2.097
H -5.118 -1.387 3.666
H -4.509 -3.456 3.951
H -3.532 -2.393 4.988
H -2.986 -4.030 4.618
H -3.809 -4.002 1.680
H -2.279 -4.673 2.269
H -2.274 -3.442 0.998
H -1.247 -1.577 4.144
H -0.629 -2.160 2.602
H -0.885 -3.303 3.941
C -1.533 -4.050 -6.650
C -0.159 -3.645 -6.129
C -0.164 -3.384 -4.655
N -0.414 -2.219 -4.161
N -0.370 -2.182 -2.795
C -0.163 -3.355 -2.274
N -0.205 -3.610 -0.929
S 0.096 -4.596 -3.452
H -1.513 -4.212 -7.728
H -2.263 -3.269 -6.437
H -1.883 -4.970 -6.178
H 0.179 -2.724 -6.605
H 0.579 -4.415 -6.364
H -0.487 -2.800 -0.376
H 0.602 -4.116 -0.587
Br 6.499 -4.417 -2.702
C 4.943 -3.471 -2.172
C 3.946 -4.140 -1.486
N 2.835 -3.527 -1.087
C 2.706 -2.226 -1.342
C 3.657 -1.474 -2.029
C 4.796 -2.129 -2.469
C 3.482 0.033 -2.292
O 3.806 0.442 -3.408
O 3.016 0.645 -1.300
H 4.047 -5.195 -1.260
H 1.781 -1.768 -0.995
H 5.538 -1.584 -3.038
C 7.831 -0.144 2.708
C 6.558 -0.439 1.930
C 5.367 0.345 2.460
S 3.888 -0.091 1.515
O 2.828 0.954 1.779
C 3.350 -1.564 2.455
C 2.198 -1.284 3.410
C 2.585 -0.485 4.640
H 8.679 -0.692 2.296
H 7.732 -0.426 3.758
H 8.075 0.919 2.678
H 6.343 -1.512 1.975
H 6.694 -0.207 0.872
H 5.487 1.418 2.303
H 5.202 0.175 3.526
H 4.228 -1.961 2.972
H 3.050 -2.300 1.706
H 1.783 -2.255 3.699
H 1.405 -0.765 2.867
H 3.348 -1.001 5.231
H 1.717 -0.325 5.281
H 2.964 0.498 4.363
*
```



Below is C6H4HgN5O5 as an isolated structure at a distorted geometry, with properties calculated with wB97M-V/def2-TZVPD.

Properties
**ΔE to the lowest compared entry with this formula, charge and spin**: 586.61 kJ/mol
**Largest force on an atom**: 5.447 eV/A
**Gap between HOMO and LUMO (alpha / beta)**: 4.916 / 4.917 eV
**E_HOMO (alpha / beta)**: -10.52 / -10.52 eV
**LUMO level (alpha / beta)**: -0.20606 / -0.20606 Ha
**Electronic energy**: -1033.8323 hartree

ORCA input file:
```
! RIJCOSX wB97M-V def2-TZVPD def2/J DEFGRID3
* xyz 1 1
O -0.004 2.046 -3.524
C 0.100 1.726 -2.428
Hg 0.429 0.834 -0.736
C 0.471 0.019 1.289
O -0.197 0.544 2.126
C 0.183 -1.978 -0.581
O -0.156 -3.037 -0.284
C 2.927 -0.107 -0.130
O 3.883 -0.733 -0.313
C -2.762 -0.097 -0.555
O -3.817 -0.369 -0.229
H -0.246 -0.689 -1.761
N 3.958 -0.759 3.847
N 2.994 -1.155 2.966
N 2.097 -2.113 3.446
C 1.124 -1.987 2.629
N 1.393 -1.055 1.590
N 2.533 -0.371 2.040
H 4.703 -0.279 3.365
H 4.279 -1.462 4.500
H 0.225 -2.590 2.643
*
```



Below is a 2-piece molecular cluster, C2H5BrN2O overall at a distorted geometry, with properties calculated with wB97M-V/def2-TZVPD.

Properties
**ΔE to the lowest compared entry with this formula, charge and spin**: 182.83 kJ/mol
**Largest force on an atom**: 4.081 eV/A
**Gap between HOMO and LUMO**: 10.081 eV
**E_HOMO**: -9.56 eV
**LUMO level**: 0.01916 Ha
**Structure (SMILES)**: [H]/N=N\C.O=CBr
**Electronic energy**: -2837.8808 hartree

ORCA input file:
```
! RIJCOSX wB97M-V def2-TZVPD def2/J DEFGRID3
* xyz 0 1
H -1.812 0.055 -1.541
N -0.982 -0.646 -1.154
N -0.691 -0.350 -0.037
C -1.276 0.700 0.714
H -2.210 1.155 0.170
H -0.391 1.395 0.907
H -1.627 0.317 1.736
O 2.943 -1.644 0.392
C 2.258 -0.841 -0.183
Br 2.482 1.016 -0.369
H 1.305 -1.156 -0.636
*
```



Question: Which value of electronic energy does entry 1 give?
Answer: -6828.1902 hartree